# 1
Below is a cluster of 2 separate species, HNO4 in total at a distorted geometry, with properties calculated with wB97M-V/def2-TZVPD.

* net charge: -2
* E: -356.18162 Ha
* ΔE to the lowest compared entry with this formula, charge and spin: 0.0 kJ/mol
* Kohn-Sham gap: 7.11 eV
* strongest force on any atom: 3.89 eV/Å
* spin multiplicity: 1
* molar mass: 79.01 g mol⁻¹

The geometry in XYZ format:
```
6
HNO4 (wB97M-V/def2-TZVPD)
N -0.23680 -1.03652 4.16954
O -1.30486 -0.42157 4.18487
O 0.84412 -0.50367 4.42541
O 0.42786 2.32874 -8.78199
O -0.26144 -2.36865 3.87543
H 0.53111 2.00166 -7.87327
```

***

# 2
Below is a structure of composition C28H51BN9PtS at a distorted geometry, with properties calculated with wB97M-V/def2-TZVPD.

* net charge: +1
* E: -2132.54720 Ha
* ΔE to the lowest compared entry with this formula, charge and spin: 132.8 kJ/mol
* Kohn-Sham gap: 7.70 eV
* strongest force on any atom: 1.23 eV/Å
* spin multiplicity: 1
* molar mass: 751.74 g mol⁻¹

The geometry in XYZ format:
```
91
C28H51BN9PtS (wB97M-V/def2-TZVPD)
Pt -1.11616 0.67634 1.09798
C 2.46723 3.55151 3.72930
C 1.14285 3.04615 3.14240
C 0.58780 1.91979 4.01293
C 1.36297 2.63294 1.70653
C 2.23607 3.20844 0.77686
C 2.17282 2.43376 -0.36365
C 2.86463 2.76806 -1.66026
C 3.95443 1.77821 -2.09606
C 1.81907 3.10925 -2.73976
N 1.28126 1.42931 -0.14735
N 0.79199 1.57523 1.13946
B 1.07468 -0.01080 -0.81105
N 1.04197 -1.05079 0.37554
N 0.04598 -0.93462 1.32128
C 0.22297 -1.85487 2.25988
C 1.36268 -2.58205 1.93680
C 1.87039 -2.05878 0.76843
C 3.09999 -2.65626 0.10694
C 2.73489 -4.02169 -0.49428
C 3.88057 -1.83801 -0.90873
C -0.65351 -2.13039 3.45736
C -1.76823 -1.12803 3.72872
C -1.23327 -3.54674 3.34035
N -0.29719 -0.21755 -1.60861
N -1.39204 -0.42029 -0.79290
C -2.39921 -0.85539 -1.53724
C -1.96562 -0.96597 -2.85614
C -0.63213 -0.59438 -2.88241
C 0.17435 -0.71331 -4.17602
C 0.02677 -2.14567 -4.72336
C 1.64890 -0.34344 -4.19918
C -3.71227 -1.36582 -0.97258
C -4.09727 -2.66289 -1.69244
C -3.68112 -1.61456 0.53590
H 2.32625 3.84363 4.77350
H 2.85684 4.42083 3.19327
H 3.22692 2.76105 3.69475
H 0.44064 3.88418 3.15039
H 1.30188 1.08709 4.05616
H -0.35963 1.52043 3.65473
H 0.42142 2.28344 5.03004
H 2.86994 4.07561 0.91467
H 3.38665 3.69457 -1.43161
H 3.56607 0.79775 -2.36218
H 4.68795 1.64010 -1.29494
H 4.48582 2.17647 -2.96656
H 1.02402 2.36053 -2.79018
H 2.28326 3.18892 -3.72858
H 1.33862 4.06565 -2.51328
H 1.97407 -0.22557 -1.55407
H 1.78795 -3.40140 2.50398
H 3.77563 -2.82989 0.94482
H 2.00879 -3.89462 -1.30917
H 2.29403 -4.69195 0.24701
H 3.62808 -4.50148 -0.90616
H 3.34131 -1.74456 -1.84996
H 4.81714 -2.36210 -1.11814
H 4.12738 -0.83529 -0.54812
H 0.02169 -2.11829 4.31433
H -2.43630 -1.03333 2.86934
H -1.38696 -0.13679 3.98683
H -2.37405 -1.47885 4.56878
H -1.87918 -3.62419 2.45819
H -1.83152 -3.78488 4.22495
H -0.44945 -4.30303 3.24665
H -2.54212 -1.30537 -3.70667
H -0.33348 -0.04416 -4.87020
H 0.44732 -2.86509 -4.00736
H 0.57867 -2.24006 -5.66455
H -1.01233 -2.42780 -4.91281
H 2.25423 -1.07680 -3.66540
H 1.85289 0.63657 -3.78671
H 1.98806 -0.33860 -5.23823
H -4.50275 -0.64200 -1.19775
H -3.33998 -3.43476 -1.50729
H -4.18669 -2.52794 -2.77296
H -5.06037 -3.02690 -1.32002
H -2.90307 -2.34702 0.77993
H -4.64549 -2.00760 0.87714
H -3.46964 -0.71460 1.11725
N -4.40485 1.58572 -0.21395
N -4.54030 2.74270 0.52440
C -3.55536 3.33283 1.20709
N -3.91708 4.53000 1.67807
S -1.95069 2.84084 1.59002
H -4.22764 1.79940 -1.18229
H -5.24112 1.03528 -0.12103
H -5.37586 3.28608 0.38108
H -4.83524 4.91367 1.52990
H -3.26958 5.04489 2.24823
```

***

# 3
Below is a cluster of 2 separate species, C31H44BNO11 in total at a distorted geometry, with properties calculated with wB97M-V/def2-TZVPD.

* net charge: -2
* E: -2114.72706 Ha
* Kohn-Sham gap: 2.81 eV
* strongest force on any atom: 3.11 eV/Å
* spin multiplicity: 1
* molar mass: 617.50 g mol⁻¹

The geometry in XYZ format:
```
88
C31H44BNO11 (wB97M-V/def2-TZVPD)
C -2.13820 2.27991 4.55455
C -0.60820 1.87400 4.73877
O -0.12046 1.01905 3.70972
C 0.17370 1.77128 2.49856
C -0.59674 1.21914 1.24114
C 0.27004 0.34463 0.24417
C 0.79247 -0.83409 1.15117
C 2.27589 -0.68450 1.68510
C 3.19746 -1.47332 0.64392
O 2.27650 -1.28038 3.00229
C 3.57000 -1.61330 3.47273
C 4.61594 -0.45894 3.42950
C 4.31219 0.90637 3.82798
C 5.26357 2.00583 3.75682
C 6.60017 1.70949 3.23546
C 6.94516 0.35330 2.85037
C 5.97293 -0.74925 2.92916
C 1.41362 1.26996 -0.37857
O 1.83773 2.32399 -0.03398
O 1.78206 0.48510 -1.51772
C 0.54931 0.50716 -2.29430
O 0.23790 1.77178 -2.89571
C 1.34029 2.49429 -3.42948
C 1.41599 3.90770 -2.68507
B 0.70063 -0.47411 -3.60655
O 1.48102 -1.66479 -3.43794
C 0.06334 -0.17944 -5.03778
C 1.29588 0.24613 -5.98677
C -0.46706 -0.00518 -1.13843
C -1.76025 0.86692 -1.50500
N -2.98212 0.45626 -0.76699
C -0.88427 -1.50708 -1.36489
O -1.62889 -1.99968 -0.23000
C -1.92026 -3.38646 -0.42876
H -2.12362 3.33923 4.15459
H -2.64841 1.66807 3.77342
H -2.69003 2.33811 5.52682
H 0.06338 2.76090 4.88358
H -0.56966 1.29419 5.70769
H -0.23470 2.80698 2.69850
H 1.27624 1.89985 2.37241
H -1.39422 0.53150 1.64375
H -1.09223 2.10298 0.75456
H 0.74104 -1.85322 0.68531
H 0.14422 -0.90594 2.07028
H 2.62264 0.37209 1.80181
H 2.68384 -1.54337 -0.35507
H 3.34474 -2.54797 0.96031
H 4.22039 -1.02500 0.56366
H 4.00849 -2.54309 3.00246
H 3.44557 -1.88569 4.56308
H 3.28331 1.12467 4.19247
H 4.97334 3.04213 4.05293
H 7.30967 2.56743 3.15510
H 7.96143 0.13206 2.44551
H 6.25149 -1.78569 2.61123
H 1.07667 2.75859 -4.49856
H 2.32632 1.97771 -3.47373
H 2.45859 4.12247 -2.31445
H 0.77109 3.85937 -1.76314
H 1.00836 4.74279 -3.30543
H 2.39305 -1.35399 -3.27522
H -0.31045 -1.14721 -5.47234
H -0.69062 0.64111 -5.06316
H 1.72978 -0.63994 -6.52691
H 2.15244 0.65046 -5.36746
H 1.02471 1.06631 -6.69598
H -1.60063 1.95997 -1.26038
H -2.00922 0.72042 -2.59663
H -2.78953 0.08516 0.16137
H -3.55716 1.28750 -0.62623
H 0.01381 -2.19619 -1.42763
H -1.57414 -1.63042 -2.25133
H -2.82891 -3.68068 0.14955
H -1.06404 -4.01579 -0.04097
H -2.12261 -3.60576 -1.51570
C -5.60852 -2.14009 -0.89920
C -6.49308 -1.57858 -0.00544
C -7.96825 -1.90922 -0.30132
O -8.90485 -1.55882 0.42811
C -8.27361 -2.66858 -1.50656
C -7.38593 -3.21737 -2.40748
C -5.90722 -2.97524 -2.05018
O -4.95998 -3.45122 -2.69517
O -7.65051 -3.87390 -3.44917
O -6.22642 -0.85522 0.99162
H -4.54420 -1.96798 -0.76357
H -9.33916 -2.79763 -1.67519
```

***

# 4
Below is a cluster of 9 separate species, C18H54O9 in total at a distorted geometry, with properties calculated with wB97M-V/def2-TZVPD.

* net charge: 0
* structure (SMILES): CC(C)O.CC(C)O.CC(C)O.CC(C)O.CC(C)O.CC(C)O.O.O.O
* E: -1395.33895 Ha
* ΔE to the lowest compared entry with this formula, charge and spin: 73.2 kJ/mol
* Kohn-Sham gap: 9.77 eV
* strongest force on any atom: 1.39 eV/Å
* spin multiplicity: 1
* molar mass: 414.62 g mol⁻¹

The geometry in XYZ format:
```
81
C18H54O9 (wB97M-V/def2-TZVPD)
C -27.36967 -19.10109 -19.23875
C -28.28737 -20.20937 -19.63484
C -27.54384 -21.42376 -20.18632
O -29.07977 -20.56211 -18.48192
H -26.92268 -19.33946 -18.27083
H -27.88598 -18.14668 -19.17902
H -26.53231 -19.05085 -19.93725
H -28.93987 -19.83500 -20.44023
H -28.24003 -22.19747 -20.52292
H -26.85015 -21.86576 -19.46561
H -26.92445 -21.17663 -21.05968
H -29.91554 -20.92615 -18.78558
C -18.80233 -23.27317 -20.04513
C -19.20241 -22.72162 -18.69588
C -20.42458 -21.82857 -18.80861
O -19.54832 -23.77316 -17.78822
H -18.32175 -24.24831 -19.92366
H -18.08122 -22.62259 -20.54153
H -19.65954 -23.46524 -20.69303
H -18.37099 -22.12820 -18.29129
H -21.21600 -22.45484 -19.24178
H -20.31881 -20.98764 -19.49887
H -20.82491 -21.50722 -17.84827
H -18.84756 -23.89428 -17.14411
C -24.10119 -16.26131 -17.35684
C -24.49589 -17.70359 -17.02522
C -24.08651 -18.69797 -18.09758
O -23.98060 -18.06586 -15.72454
H -24.45211 -15.97366 -18.35078
H -23.01002 -16.13380 -17.34146
H -24.49137 -15.56297 -16.61520
H -25.58861 -17.71187 -16.94118
H -24.63271 -19.63046 -17.98746
H -23.01987 -18.94818 -17.98708
H -24.14705 -18.25256 -19.09018
H -23.02701 -17.86360 -15.76403
C -20.85793 -14.82080 -15.63754
C -20.86241 -13.32931 -15.96587
C -22.27436 -12.77322 -16.16258
O -20.16822 -12.63552 -14.92498
H -21.72846 -15.11517 -15.04061
H -19.97557 -15.08773 -15.05359
H -20.92664 -15.42923 -16.53891
H -20.32589 -13.16984 -16.91391
H -22.93367 -12.96332 -15.31760
H -22.70826 -13.10743 -17.10841
H -22.20795 -11.67811 -16.28332
H -20.19975 -11.69806 -15.14021
C -23.49355 -23.11412 -17.60004
C -24.76790 -23.84150 -17.21066
C -24.73862 -24.31060 -15.76915
O -25.91418 -22.99719 -17.43503
H -23.31871 -22.19234 -17.04627
H -23.52844 -22.88674 -18.66918
H -22.62283 -23.76961 -17.47422
H -24.92858 -24.66680 -17.90222
H -24.46322 -23.51460 -15.07909
H -23.96806 -25.09208 -15.68288
H -25.67166 -24.78983 -15.47870
H -25.92005 -22.26759 -16.78664
C -25.63727 -11.47910 -13.05295
C -25.38258 -12.95283 -12.87005
C -26.64451 -13.71669 -12.53640
O -24.71895 -13.50272 -14.01600
H -26.32733 -11.29873 -13.88506
H -24.70653 -10.93610 -13.21449
H -26.10403 -11.05866 -12.15937
H -24.67171 -13.03868 -12.04305
H -27.14659 -13.29042 -11.66922
H -26.38153 -14.74383 -12.23847
H -27.28456 -13.87700 -13.40607
H -25.15060 -13.16876 -14.80998
O -21.20154 -18.00071 -15.41924
H -20.52237 -18.29434 -16.03540
H -20.77993 -17.99043 -14.55314
O -25.78268 -20.53334 -15.61123
H -25.05482 -19.95855 -15.89103
H -25.50268 -20.86874 -14.75278
O -23.75342 -16.16359 -13.44103
H -24.15255 -15.28904 -13.32137
H -24.23197 -16.55914 -14.18319
```

***

# 5
Below is a cluster of 2 separate species, C5H15N2 in total at a distorted geometry, with properties calculated with wB97M-V/def2-TZVPD.

* net charge: +1
* E: -308.70792 Ha
* ΔE to the lowest compared entry with this formula, charge and spin: 222.5 kJ/mol
* Kohn-Sham gap: 6.67 eV
* strongest force on any atom: 2.69 eV/Å
* spin multiplicity: 1
* molar mass: 103.19 g mol⁻¹

The geometry in XYZ format:
```
22
C5H15N2 (wB97M-V/def2-TZVPD)
C 2.72563 0.98565 1.92423
N 1.95221 -0.15352 1.47793
C 2.09065 -0.46740 0.11395
H 3.75632 0.61932 2.11356
H 2.79909 1.77767 1.17738
H 2.37625 1.45755 2.87134
H 0.98963 -0.01565 1.75907
H 2.26008 0.41517 -0.54266
H 1.23306 -1.01149 -0.33145
H 2.96386 -1.08775 -0.07614
C -3.29044 -0.95011 -1.22254
C -1.74500 -0.95740 -1.13100
C -0.61675 1.24464 -0.85395
N -1.31835 0.25543 -0.35676
H -3.67027 -1.06326 -0.21166
H -3.65603 0.00025 -1.65281
H -3.63829 -1.79145 -1.85492
H -1.33162 -1.80884 -0.53558
H -1.23672 -0.89876 -2.07571
H -0.40519 2.10171 -0.22548
H -0.22377 1.13241 -1.86720
H -1.63802 0.32746 0.62000
```

***

# 6
Below is the ion C3H6N3 with charge +1 at a distorted geometry, with properties calculated with wB97M-V/def2-TZVPD.

* net charge: +1
* E: -281.79838 Ha
* ΔE to the lowest compared entry with this formula, charge and spin: 313.8 kJ/mol
* Kohn-Sham gap: 8.56 eV
* strongest force on any atom: 2.21 eV/Å
* spin multiplicity: 1
* molar mass: 84.10 g mol⁻¹

The geometry in XYZ format:
```
12
C3H6N3 (wB97M-V/def2-TZVPD)
C 1.78766 -1.15503 0.48102
C 0.56066 -1.36639 -0.32151
C -1.23837 0.20825 0.13390
N 1.97161 -0.27261 1.34443
N -0.36271 -0.51337 -0.31847
N -1.64422 1.47876 -0.45895
H 2.59328 -1.85228 0.29178
H 0.46704 -2.25847 -0.92008
H 1.20393 0.36723 1.53900
H -0.95540 1.91618 -1.09966
H -1.86425 2.12699 0.31408
H -2.51924 1.32074 -0.98553
```

***

# 7
Below is a structure of composition C25H15IN16RuSe2 at a distorted geometry, with properties calculated with wB97M-V/def2-TZVPD.

* net charge: +2
* E: -7032.59330 Ha
* Kohn-Sham gap: 5.65 eV
* strongest force on any atom: 2.83 eV/Å
* spin multiplicity: 1
* molar mass: 925.40 g mol⁻¹

The geometry in XYZ format:
```
60
C25H15IN16RuSe2 (wB97M-V/def2-TZVPD)
Ru -0.12652 0.29059 -0.05434
N 0.86305 2.26689 2.83323
C 0.30378 1.04395 2.92788
N -0.10252 0.42492 4.00356
N -0.61420 -0.76906 3.56877
N -0.50643 -0.88966 2.30960
N 0.08486 0.27563 1.84370
C 1.11524 2.78497 1.58915
N 1.60256 3.97626 1.35979
N 1.65125 4.06816 0.00505
N 1.22047 2.99426 -0.54120
N 0.86701 2.13320 0.44997
H 1.07829 2.80085 3.66128
Se -2.78794 -6.83339 0.16842
N -3.52579 -5.25696 -0.18546
C -2.54715 -4.39502 -0.23589
C -2.73381 -2.98157 -0.55471
C -3.95843 -2.44207 -0.93547
C -4.01787 -1.11880 -1.33031
C -2.87749 -0.34564 -1.28382
N -1.69376 -0.83127 -0.85266
C -1.62340 -2.14938 -0.51551
C -0.31030 -2.64697 -0.18150
N 0.67448 -1.71901 -0.11747
C 1.92400 -2.16221 -0.01645
C 2.24475 -3.51539 0.05882
C 1.23974 -4.44709 0.08944
C -0.07865 -4.00384 -0.02912
C -1.22786 -4.90668 -0.01408
N -1.13397 -6.18817 0.21460
H -4.83589 -3.07772 -0.93993
H -4.94142 -0.67425 -1.67340
H -2.89962 0.67706 -1.62168
H 2.71093 -1.43440 0.00550
H 3.28485 -3.80492 0.10871
H 1.43814 -5.50746 0.18188
Se 1.17962 1.06280 -3.07549
N 1.40556 0.53812 -1.35137
C 2.67645 0.78019 -0.99878
C 3.28767 0.66017 0.28406
C 4.59258 1.00807 0.41767
C 5.39119 1.48249 -0.67926
C 4.85866 1.61726 -1.90748
C 3.47202 1.29444 -2.09369
N 2.85230 1.49056 -3.23889
H 2.71641 0.33487 1.14070
H 5.05664 0.92340 1.39257
H 6.42318 1.75075 -0.49989
H 5.42665 1.97791 -2.75447
I -4.58274 3.17265 2.53296
C -3.32410 3.01692 0.90700
C -3.41133 3.88081 -0.17647
C -2.52567 3.72731 -1.23322
C -1.57876 2.72741 -1.18396
N -1.49275 1.89677 -0.12986
C -2.35327 2.03105 0.89189
H -4.15039 4.67133 -0.18993
H -2.55980 4.38699 -2.08924
H -0.86090 2.59829 -1.97657
H -2.25960 1.33360 1.71538
```

***

# 8
Below is a cluster of 2 separate species, C12H22BBrCl2IN3O3P in total at a distorted geometry, with properties calculated with wB97M-V/def2-TZVPD.

* net charge: +1
* E: -5018.59459 Ha
* Kohn-Sham gap: 7.55 eV
* strongest force on any atom: 1.51 eV/Å
* spin multiplicity: 1
* molar mass: 575.83 g mol⁻¹

The geometry in XYZ format:
```
46
C12H22BBrCl2IN3O3P (wB97M-V/def2-TZVPD)
N 4.42603 1.68545 -1.46738
B 3.26002 1.00818 -2.02650
O 3.32515 0.48483 -3.27664
C 1.90851 0.91693 -1.17379
C 1.50366 2.03561 -0.48085
C 0.30983 1.97221 0.26114
P -0.41104 3.44420 1.17843
O 0.07049 3.06957 2.68805
Br 0.94637 5.07414 0.46468
N -0.40627 0.88528 0.35370
N 0.00734 -0.18437 -0.31532
C -0.87206 -1.36442 -0.14497
C -2.11219 -1.28084 -1.04171
C -3.37045 -0.79342 -0.30606
C -3.64318 0.71106 -0.49107
O -3.98472 1.36167 0.71226
C 1.08969 -0.23987 -1.08829
C 1.45323 -1.46255 -1.84742
C 2.29288 -2.50709 -1.02920
C 2.61922 -2.08602 0.39527
I 3.42015 -3.76619 1.46067
H 4.48177 2.63296 -1.84155
H 4.31580 1.83034 -0.46869
H 3.97722 0.96617 -3.80124
H 2.07523 2.94853 -0.50168
H 0.73182 2.36624 2.67892
H -1.20443 -1.31805 0.88772
H -0.30972 -2.28291 -0.23677
H -1.90690 -0.60115 -1.86934
H -2.32794 -2.24879 -1.48353
H -3.27123 -0.95627 0.76565
H -4.23229 -1.38580 -0.59282
H -4.49860 0.83598 -1.14823
H -2.79208 1.21972 -0.95238
H -3.21998 1.38310 1.29747
H 1.93593 -1.22576 -2.78383
H 0.52599 -1.96421 -2.11171
H 3.18723 -2.75733 -1.58749
H 1.71188 -3.42219 -0.96564
H 3.37850 -1.31237 0.41576
H 1.74210 -1.80911 0.96350
C -3.24302 -0.37744 4.25548
Cl -4.37039 -1.17238 3.16445
Cl -1.95340 0.44478 3.34954
H -3.78100 0.35835 4.84048
H -2.78513 -1.11676 4.90093
```

***

What is the strongest force on any atom in the first record? 3.89 eV/Å

***

Look up the net charge of the first one. -2

***

Which of these has the highest net charge? C25H15IN16RuSe2